{"formula": "C36H76N5O7", "method": "ωB97M-V/def2-TZVPD", "lumo_energy_ev": 2.382, "e_tot_ev": -60341.555, "charge": -1, "relative_energy_ev": 0.398, "symbols": ["N", "O", "O", "O", "C", "C", "C", "C", "C", "C", "N", "O", "C", "C", "C", "H", "H", "H", "H", "H", "H", "H", "H", "H", "H", "H", "H", "H", "H", "H", "H", "H", "H", "H", "C", "C", "C", "C", "C", "C", "N", "O", "C", "C", "C", "H", "H", "H", "H", "H", "H", "H", "H", "H", "H", "H", "H", "H", "H", "H", "H", "H", "H", "H", "C", "C", "C", "C", "C", "C", "N", "O", "C", "C", "C", "H", "H", "H", "H", "H", "H", "H", "H", "H", "H", "H", "H", "H", "H", "H", "H", "H", "H", "H", "C", "C", "C", "C", "C", "C", "N", "O", "C", "C", "C", "H", "H", "H", "H", "H", "H", "H", "H", "H", "H", "H", "H", "H", "H", "H", "H", "H", "H", "H"], "coordinates": [[28.5254, 10.0853, -26.4385], [29.6913, 9.8641, -26.1000], [27.6303, 9.2232, -26.2534], [28.1937, 11.2045, -26.8887], [25.2625, 12.4122, -25.9242], [24.6938, 13.6401, -25.2174], [25.0736, 13.5244, -23.7316], [24.9469, 14.7825, -22.9044], [25.6391, 15.9768, -23.5887], [25.3527, 16.1503, -25.0781], [25.4050, 14.8180, -25.7323], [25.2092, 14.9350, -27.1229], [24.0620, 16.9013, -25.3806], [26.5391, 16.8956, -25.7094], [23.1481, 13.7481, -25.3065], [24.9060, 11.5000, -25.4317], [26.3444, 12.4223, -25.8051], [25.0244, 12.3526, -26.9847], [24.4689, 12.7143, -23.3006], [26.0867, 13.1127, -23.6613], [25.5347, 14.6148, -22.0002], [23.9106, 15.0344, -22.6802], [26.7173, 15.9302, -23.4466], [25.2458, 16.8754, -23.0990], [23.2434, 16.5170, -24.7672], [24.1669, 17.9642, -25.1356], [23.8174, 16.8982, -26.4416], [27.4442, 16.2954, -25.7134], [26.3245, 17.2439, -26.7213], [26.7216, 17.8331, -25.1620], [22.7972, 14.3827, -26.1281], [22.7001, 14.1343, -24.3919], [22.7433, 12.7545, -25.5138], [24.2522, 15.0249, -27.2579], [24.4798, 8.3896, -25.9347], [24.1658, 7.9108, -27.3792], [23.5673, 6.5171, -27.3005], [22.1217, 6.4702, -26.8568], [21.2710, 7.3631, -27.7657], [21.8032, 8.7933, -27.9469], [23.2457, 8.7743, -28.1184], [23.7735, 10.0608, -28.3025], [21.1908, 9.3725, -29.2188], [21.3587, 9.6833, -26.7578], [25.4925, 7.8818, -28.1138], [24.9909, 9.3491, -25.8795], [25.1644, 7.6382, -25.5276], [23.6334, 8.3408, -25.2401], [23.6342, 6.0984, -28.3174], [24.1728, 5.8333, -26.7001], [22.0328, 6.8368, -25.8329], [21.7030, 5.4703, -26.9764], [20.2970, 7.4488, -27.2635], [21.0083, 6.9485, -28.7416], [21.4379, 8.7512, -30.0785], [20.1135, 9.5281, -29.1027], [21.5816, 10.3696, -29.4358], [20.2952, 9.5729, -26.5583], [21.9286, 9.5551, -25.8345], [21.5896, 10.7191, -27.0377], [26.2681, 7.3387, -27.5769], [25.9243, 8.8820, -28.1756], [25.3207, 7.5831, -29.1522], [23.7498, 10.5160, -27.4456], [28.7395, 8.1282, -23.0146], [28.5645, 9.3657, -22.1635], [27.6256, 8.9812, -20.9878], [27.6203, 10.0330, -19.8908], [29.0583, 10.3169, -19.4018], [29.9772, 10.7395, -20.5340], [29.8427, 9.7375, -21.5629], [30.8846, 9.8167, -22.5194], [29.6898, 12.1851, -20.9615], [31.4027, 10.7071, -19.9601], [27.8908, 10.4503, -22.9884], [27.7947, 7.8290, -23.4703], [29.1594, 7.3019, -22.4327], [29.3989, 8.3005, -23.8701], [26.6299, 8.8885, -21.4308], [27.9196, 8.0094, -20.5810], [27.0431, 9.7244, -19.0158], [27.2131, 10.9786, -20.2585], [29.3560, 9.3825, -18.9189], [28.9687, 11.1034, -18.6476], [30.2008, 12.4266, -21.8964], [28.6386, 12.3723, -21.2023], [29.9345, 12.9129, -20.1857], [32.1502, 10.9024, -20.7268], [31.5204, 11.4640, -19.1819], [31.5664, 9.7446, -19.4694], [28.6417, 10.8996, -23.6494], [27.3584, 11.2226, -22.4390], [27.1939, 10.0177, -23.7149], [31.3647, 8.9920, -22.4027], [30.4104, 7.9313, -29.6850], [30.3163, 6.4746, -29.1665], [30.4702, 5.5501, -30.3584], [30.9241, 4.1455, -29.9048], [32.2457, 4.2586, -29.1794], [32.0817, 5.0742, -27.8862], [31.4226, 6.3260, -28.2280], [31.2882, 7.1713, -27.1094], [31.2916, 4.2563, -26.8475], [33.4765, 5.3745, -27.3454], [28.9122, 6.3507, -28.5895], [31.4495, 8.1574, -29.9310], [30.0756, 8.6551, -28.9424], [29.7996, 8.0304, -30.5862], [29.5644, 5.4009, -30.9429], [31.2704, 5.9210, -31.0111], [30.9442, 3.4714, -30.7626], [30.1569, 3.7983, -29.2044], [32.9948, 4.7327, -29.8176], [32.5678, 3.2481, -28.9097], [31.3584, 4.7264, -25.8615], [30.2216, 4.1635, -27.0582], [31.6251, 3.2178, -26.7701], [34.0077, 4.4517, -27.0987], [34.0410, 5.9946, -28.0385], [33.4028, 5.9218, -26.4016], [28.5634, 5.3220, -28.4394], [28.1848, 6.8889, -29.1966], [28.8362, 6.8482, -27.6148], [30.7444, 6.6607, -26.4912]], "forces_ev_per_angstrom": [[-0.6637, 0.7873, 0.5098], [0.4120, -0.3282, -0.0733], [0.0162, -0.4328, -0.0707], [0.1660, -0.1527, -0.1920], [-0.0914, -0.0794, 0.2827], [-0.1383, 0.6068, 0.6534], [0.0273, -1.0186, -0.0470], [0.8985, 0.3216, -0.5645], [-0.8617, 0.1268, 0.1499], [0.6532, -0.6752, -1.2049], [0.2884, -0.3199, 0.1699], [-0.0982, 0.0890, 0.0584], [-0.1633, 0.4955, 0.6323], [-0.2500, 1.1957, 0.1342], [0.1005, -0.2990, -0.5490], [-0.1059, 0.1054, -0.0031], [0.0417, -0.0892, -0.3052], [0.0267, 0.1420, -0.0406], [-0.1356, 0.1653, -0.0372], [0.1164, 0.3735, -0.1457], [-0.5667, 0.0258, 0.3879], [-0.0272, -0.0967, 0.1718], [0.0322, -0.0851, 0.0497], [0.4372, 0.1240, 0.0300], [-0.1414, -0.0176, -0.2606], [0.1073, -0.0911, 0.1479], [-0.0988, -0.2808, -0.0037], [-0.0458, -0.1214, 0.0351], [-0.0444, -0.4012, -0.1001], [0.0600, -0.2429, 0.1822], [0.0882, -0.0161, 0.0216], [0.0120, 0.0066, 0.0305], [-0.1242, 0.0275, 0.1881], [0.0091, 0.0039, -0.0975], [-0.0476, -0.7337, 0.3146], [0.1601, 0.5170, 1.4492], [-0.0013, -0.8601, -0.9550], [-0.1517, 0.5392, -0.9530], [-0.6452, 0.3706, 0.6658], [-0.1754, 0.0967, 0.6505], [0.2459, -0.5441, -0.9673], [-0.2271, 0.1563, 0.0837], [-0.0314, 0.6769, -0.0955], [0.6505, 0.5906, -0.1959], [0.2014, 0.7918, -0.5437], [-0.0249, -0.0043, -0.1075], [0.2518, 0.2807, -0.0208], [-0.1564, 0.2976, -0.2790], [-0.1630, 0.0430, 0.0624], [0.1970, 0.3560, 0.1743], [-0.1282, -0.2604, 0.1073], [0.1897, -0.1655, 0.5156], [0.0000, 0.1401, -0.1913], [0.6084, -0.3568, -0.0116], [-0.2157, -0.1290, 0.0204], [-0.0391, -0.4166, -0.0868], [0.2073, -0.0979, 0.1564], [-0.0474, 0.1284, 0.0075], [-0.1243, -0.5193, -0.0435], [-0.4358, 0.0187, 0.0209], [-0.2249, -0.4805, -0.1514], [-0.1913, 0.0605, 0.1306], [0.1972, -0.4585, 0.1289], [0.1716, -0.0528, 0.0864], [0.5522, -0.3344, -0.7122], [-0.8760, 0.0411, 0.8726], [-0.0130, 0.3421, -0.2425], [0.6113, 0.3783, 0.0944], [-1.6833, -0.2276, 0.0463], [0.4359, 0.5014, 0.6944], [0.6844, -1.2788, 0.1761], [-0.2226, 0.5760, -0.1729], [-0.6878, 0.3406, -0.6447], [-0.0114, -0.1093, 0.0446], [0.2756, 0.2101, -1.3952], [-0.0997, -0.0217, 0.2542], [-0.1105, 0.0133, 0.0995], [-0.0398, 0.2181, 0.0733], [-0.0411, -0.1729, 0.1330], [0.0519, 0.0255, -0.0023], [-0.2267, -0.0282, -0.1665], [-0.2755, -0.1280, -0.0035], [0.6046, 0.1525, -0.0422], [0.3863, 0.0029, 0.0572], [0.3253, -0.0095, 0.1999], [0.0104, -0.2623, 0.1534], [0.3023, -0.1184, 0.0034], [0.0127, -0.1316, 0.0161], [-0.1701, 0.0886, -0.0468], [0.2104, -0.0844, -0.2676], [-0.0218, 0.2270, 0.2067], [0.1256, 0.0127, 0.2117], [-0.1016, -0.1251, 0.2550], [-0.0110, -0.0295, -0.0424], [0.1216, -0.0976, -0.0676], [-0.7972, 1.3795, -0.4447], [1.2954, -1.3599, 0.0039], [-0.6386, 0.8141, -0.0504], [-0.4345, -0.3590, 0.1861], [-0.2216, -0.4452, -0.3598], [1.0221, 0.0335, -0.2728], [-0.0036, -0.5487, -0.1755], [-0.4379, -0.1782, 0.3418], [-0.1658, 0.1843, 0.7799], [-0.4414, -0.2199, 1.0742], [-0.0258, -0.0212, -0.0641], [-0.0247, -0.0673, 0.0613], [-0.0388, 0.0743, 0.0546], [-0.2138, 0.6180, 0.0938], [-0.2184, 0.1730, -0.1016], [0.1393, -0.0931, 0.0733], [0.0846, -0.3695, -0.1281], [0.0417, -0.0473, -0.0051], [0.3511, 0.1474, 0.0361], [0.1266, -0.1615, 0.0146], [0.0784, 0.2907, -0.2469], [0.3668, 0.1598, 0.1009], [0.0341, -0.0604, -0.3016], [0.0442, -0.1224, -0.1171], [-0.0333, 0.1013, -0.1352], [0.0735, -0.0080, -0.1803], [0.0544, -0.1890, -0.2520], [0.1405, 0.0221, -0.0754], [-0.2625, 0.4485, 0.1920]], "mulliken_charge": [0.80, -0.62, -0.24, -0.77, -2.29, 1.83, -1.11, -1.02, -1.19, 1.92, 0.29, -0.47, -1.80, -2.03, -1.31, 0.15, 0.52, 0.62, 0.51, 0.22, 0.44, 0.34, 0.44, 0.36, 0.33, 0.47, 0.36, 0.47, 0.39, 0.40, 0.23, 0.25, 0.30, 0.36, -1.64, 2.09, -1.57, -0.52, -1.33, 1.81, 0.23, -0.41, -2.13, -1.68, -2.29, 0.13, 0.51, 0.32, 0.43, 0.39, 0.30, 0.41, 0.31, 0.45, 0.49, 0.40, 0.34, 0.51, 0.26, 0.43, 0.35, 0.48, 0.60, 0.22, -2.30, 2.19, -1.35, -0.54, -1.11, 1.44, 0.41, -0.49, -1.62, -2.02, -1.46, 0.23, 0.55, 0.51, 0.39, 0.42, 0.40, 0.20, 0.38, 0.42, 0.36, 0.20, 0.44, 0.42, 0.41, 0.42, 0.53, -0.02, 0.22, 0.34, -2.09, 2.32, -1.26, -0.62, -1.16, 1.54, 0.10, -0.33, -1.70, -2.00, -1.99, 0.51, 0.26, 0.42, 0.37, 0.40, 0.37, 0.29, 0.33, 0.46, 0.49, 0.32, 0.38, 0.40, 0.43, 0.34, 0.31, 0.59, 0.23, 0.27]}